(1)
{"formula": "C20H24As2N2PtSe2", "method": "ωB97M-V/def2-TZVPD", "species": ["Pt", "Se", "Se", "C", "C", "C", "C", "C", "N", "C", "C", "C", "C", "C", "N", "H", "H", "H", "H", "H", "H", "H", "H", "C", "As", "C", "C", "C", "C", "C", "C", "C", "As", "C", "C", "H", "H", "H", "H", "H", "H", "H", "H", "H", "H", "H", "H", "H", "H", "H", "H"], "positions_angstrom": [[-0.0185, -0.2474, 1.0142], [-0.6319, -2.6966, 1.1425], [0.5700, -3.3472, -0.7799], [2.1961, -2.3815, -0.4836], [3.3882, -3.0228, -0.7770], [4.5626, -2.2976, -0.6342], [4.4990, -0.9977, -0.1681], [3.2570, -0.4580, 0.1212], [2.1110, -1.1208, -0.0593], [-2.0606, -1.9841, 0.0565], [-3.2530, -2.6220, -0.1785], [-4.1270, -2.0052, -1.0741], [-3.7570, -0.8147, -1.6707], [-2.5327, -0.2446, -1.3439], [-1.6931, -0.8189, -0.4852], [3.3999, -4.0559, -1.0945], [5.5162, -2.7560, -0.8608], [5.3963, -0.4131, -0.0206], [3.1680, 0.5455, 0.5145], [-3.4962, -3.5601, 0.3001], [-5.0772, -2.4677, -1.3063], [-4.4010, -0.3232, -2.3862], [-2.2169, 0.6876, -1.7886], [-1.1239, -0.1830, 4.3846], [0.3410, 0.2840, 3.2368], [1.8741, -0.5468, 4.0363], [0.5981, 2.1642, 3.4521], [0.8406, 2.7237, 4.7049], [1.0218, 4.0929, 4.8140], [0.9611, 4.9001, 3.6823], [0.7186, 4.3427, 2.4381], [0.5354, 2.9650, 2.3282], [0.1954, 2.1034, 0.6523], [-1.3836, 2.9306, -0.0588], [1.5754, 2.6916, -0.5434], [-0.8923, 0.1355, 5.4002], [-1.2553, -1.2636, 4.3646], [-2.0288, 0.3092, 4.0378], [1.9645, -0.2203, 5.0714], [2.7673, -0.2700, 3.4812], [1.7419, -1.6272, 4.0064], [0.8909, 2.1070, 5.5941], [1.2112, 4.5345, 5.7830], [1.1033, 5.9684, 3.7734], [0.6740, 4.9842, 1.5656], [-2.2663, 2.6061, 0.4855], [-1.4701, 2.6625, -1.1099], [-1.2659, 4.0101, 0.0230], [1.3880, 3.7430, -0.7577], [1.5285, 2.1154, -1.4657], [2.5539, 2.5793, -0.0870]], "forces_ev_per_angstrom": [[-0.552, 0.282, -0.866], [0.005, 0.048, 0.148], [0.065, -0.302, -0.001], [-0.086, 0.246, 0.072], [0.013, 0.055, 0.015], [0.057, -0.132, -0.047], [0.000, 0.098, 0.037], [-0.034, -0.090, -0.044], [0.167, -0.130, -0.001], [0.001, -0.025, -0.024], [-0.068, 0.106, -0.079], [-0.021, -0.076, 0.035], [0.045, 0.017, 0.003], [0.010, 0.032, -0.004], [0.187, 0.024, 0.098], [-0.003, -0.001, 0.001], [-0.016, -0.002, -0.004], [-0.022, 0.013, 0.005], [0.022, 0.030, 0.000], [0.026, -0.003, 0.003], [0.004, 0.017, -0.006], [0.005, -0.002, 0.008], [0.011, 0.009, -0.011], [-0.043, -0.062, 0.067], [0.265, -0.172, 0.286], [0.055, -0.066, 0.097], [0.044, 0.068, 0.320], [-0.003, 0.042, -0.064], [0.000, 0.005, -0.011], [0.005, 0.012, 0.038], [-0.022, -0.071, -0.065], [0.049, 0.302, -0.072], [-0.187, -0.358, 0.266], [-0.034, 0.024, -0.115], [0.038, -0.019, -0.138], [-0.028, -0.013, 0.015], [-0.038, -0.004, 0.031], [-0.014, -0.002, -0.001], [0.037, -0.024, 0.009], [0.011, -0.006, 0.000], [0.039, -0.010, 0.019], [-0.003, -0.017, -0.001], [0.000, 0.006, -0.006], [0.001, -0.003, 0.004], [0.001, -0.007, 0.003], [0.002, 0.004, 0.032], [-0.038, 0.065, -0.012], [-0.054, 0.020, -0.003], [0.072, 0.019, -0.040], [0.012, 0.021, -0.017], [0.020, 0.036, 0.020]], "homo_energy_ev": -14.34, "homo_lumo_gap_ev": 7.9413, "lumo_energy_ev": -6.4, "total_charge": 2, "e_above_lowest_kj_mol": 31.0, "e_tot_ha": -10279.2642}

***

(2)
{"formula": "C20H24AsF6N6O2S2Tl", "method": "ωB97M-V/def2-TZVPD", "species": ["Tl", "C", "C", "C", "C", "C", "C", "C", "H", "H", "H", "H", "H", "H", "H", "H", "S", "C", "C", "N", "C", "S", "C", "N", "N", "C", "N", "N", "C", "N", "H", "H", "H", "H", "C", "As", "C", "C", "O", "H", "H", "H", "H", "H", "H", "H", "H", "H", "C", "C", "O", "C", "F", "F", "F", "C", "F", "F", "F", "H", "H", "H"], "positions_angstrom": [[-1.2840, -0.6063, 0.1120], [-1.1441, 2.9960, 2.4402], [-0.8403, 1.6652, 3.0675], [-1.8391, 0.7000, 3.2004], [-1.5547, -0.5581, 3.7111], [-0.2595, -0.8771, 4.0979], [0.7446, 0.0688, 3.9633], [0.4515, 1.3276, 3.4556], [-2.0154, 3.4612, 2.9075], [-1.3658, 2.8632, 1.3762], [-0.2941, 3.6736, 2.5397], [-2.8430, 0.9263, 2.8578], [-2.3289, -1.3137, 3.7508], [-0.0316, -1.8738, 4.4518], [1.7683, -0.1834, 4.2108], [1.2508, 2.0464, 3.3143], [-2.6278, -3.7432, 1.3128], [-1.4576, -4.5110, 0.3257], [-1.9366, -5.4665, -0.6507], [-2.3496, -6.2335, -1.4042], [-0.1090, -4.3064, 0.3933], [0.5266, -3.2075, 1.6200], [0.8127, -5.0079, -0.4331], [1.5652, -5.5901, -1.0874], [3.9514, -2.2710, 1.0893], [4.2307, -1.1793, 1.7226], [5.3486, -1.0542, 2.5701], [3.5071, -0.0331, 1.6902], [2.4052, -0.0131, 0.9993], [1.4372, 0.1482, 0.3664], [4.6321, -2.9964, 1.3004], [1.7818, -3.1279, 1.1272], [6.1340, -1.6216, 2.2937], [5.5882, -0.0881, 2.7319], [1.1440, -0.5024, -4.6429], [1.0620, -0.3847, -2.7052], [1.1291, 1.5224, -2.4114], [2.6972, -1.2481, -2.1735], [-0.2998, -1.1875, -2.2174], [2.0795, -0.0842, -5.0184], [0.2985, 0.0450, -5.0573], [1.0652, -1.5518, -4.9241], [2.1259, 1.7969, -2.0719], [0.3919, 1.7863, -1.6545], [0.8906, 2.0090, -3.3564], [3.5098, -0.5224, -2.1483], [2.9047, -2.0222, -2.9135], [2.5909, -1.6947, -1.1882], [-2.2803, 3.8809, -1.9691], [-2.7313, 2.5263, -1.3733], [-1.8078, 1.9613, -0.5950], [-3.1317, 1.6044, -2.5637], [-3.5743, 0.4043, -2.1801], [-4.0997, 2.1310, -3.3648], [-2.0777, 1.3933, -3.3763], [-4.0138, 2.8003, -0.5294], [-3.7189, 3.6077, 0.5103], [-4.5554, 1.6894, -0.0108], [-5.0154, 3.4309, -1.2037], [-1.3683, 3.7011, -2.5358], [-2.0418, 4.5437, -1.1385], [-3.0279, 4.3504, -2.6110]], "forces_ev_per_angstrom": [[-0.030, 0.068, -0.120], [0.003, 0.010, 0.016], [0.032, -0.037, -0.007], [0.010, 0.025, 0.058], [-0.013, -0.015, -0.022], [-0.012, 0.011, -0.004], [-0.002, -0.006, 0.038], [-0.007, 0.006, 0.001], [-0.005, 0.010, -0.012], [0.017, -0.002, 0.009], [0.003, 0.010, 0.006], [-0.016, 0.027, 0.002], [-0.014, -0.010, 0.012], [0.002, -0.011, 0.008], [0.017, 0.010, -0.009], [0.020, -0.006, -0.001], [0.065, -0.114, 0.012], [-0.113, 0.025, -0.039], [0.019, 0.034, 0.042], [0.009, 0.004, 0.012], [0.120, -0.072, -0.024], [0.046, -0.030, -0.023], [-0.144, -0.022, 0.023], [0.054, 0.046, 0.007], [-0.066, -0.029, -0.068], [-0.033, -0.025, -0.040], [0.027, -0.034, 0.062], [0.030, 0.056, 0.210], [0.037, 0.151, -0.268], [-0.026, -0.067, -0.007], [-0.025, 0.015, 0.008], [-0.018, 0.031, 0.001], [-0.009, 0.035, -0.005], [0.011, -0.007, -0.015], [-0.028, -0.019, 0.023], [-0.087, -0.204, -0.157], [-0.033, -0.095, 0.112], [0.022, -0.030, -0.012], [0.101, 0.226, 0.118], [-0.001, 0.010, 0.005], [-0.006, -0.001, 0.003], [0.011, 0.013, 0.009], [0.000, 0.008, 0.020], [-0.083, -0.007, 0.062], [-0.003, 0.038, -0.005], [0.015, -0.002, -0.001], [0.026, 0.001, 0.040], [-0.028, 0.029, 0.010], [-0.014, -0.040, 0.001], [-0.103, 0.090, 0.127], [0.110, -0.188, -0.192], [0.043, 0.024, -0.064], [0.011, -0.065, 0.057], [-0.072, 0.045, -0.008], [0.159, 0.035, 0.028], [-0.025, 0.041, -0.003], [0.009, 0.020, -0.004], [0.018, -0.026, 0.025], [-0.031, 0.024, -0.035], [0.008, -0.003, -0.013], [0.004, -0.012, 0.008], [-0.007, 0.000, -0.013]], "homo_energy_ev": -1.76, "homo_lumo_gap_ev": 6.2614, "lumo_energy_ev": 4.5, "total_charge": -2, "e_above_lowest_kj_mol": 175.2, "e_tot_ha": -5059.4905}

***

(3)
{"formula": "C20H24ClN3O5", "method": "ωB97M-V/def2-TZVPD", "species": ["C", "C", "H", "H", "O", "C", "O", "C", "H", "H", "C", "N", "C", "O", "C", "N", "O", "C", "C", "H", "C", "O", "C", "C", "N", "C", "C", "C", "H", "Cl", "H", "H", "H", "H", "H", "C", "C", "C", "C", "C", "H", "H", "H", "H", "H", "H", "H", "H", "H", "H", "H", "H", "H"], "positions_angstrom": [[-2.0706, -4.7639, 1.5530], [-1.0470, -4.3252, 0.5157], [-0.7134, -5.1695, -0.0907], [-0.1887, -3.8542, 1.0056], [-1.6122, -3.4001, -0.4163], [-1.6363, -2.1121, -0.0624], [-1.2210, -1.6978, 0.9893], [-2.2261, -1.2801, -1.1762], [-3.0826, -1.8075, -1.5954], [-1.4630, -1.2085, -1.9569], [-2.6092, 0.1491, -0.7451], [-1.4376, 0.8098, -0.1908], [-0.2612, 0.9367, -0.8241], [-0.0342, 0.6235, -1.9793], [0.7866, 1.5489, 0.0372], [0.5473, 1.9751, 1.2531], [1.7042, 2.4603, 1.7485], [2.6703, 2.3353, 0.8213], [2.1488, 1.7592, -0.3006], [2.6306, 1.5136, -1.2219], [4.0411, 2.8263, 1.1607], [5.0298, 2.3276, 0.2932], [5.3239, 1.0004, 0.3258], [4.7481, 0.0503, 1.1693], [5.0990, -1.2227, 1.1526], [6.0231, -1.6389, 0.3137], [6.6547, -0.7695, -0.5712], [6.3049, 0.5677, -0.5687], [6.7680, 1.2787, -1.2339], [7.8611, -1.3457, -1.6570], [6.2677, -2.6902, 0.3458], [3.9783, 0.2975, 1.8858], [4.2666, 2.5924, 2.2103], [4.0834, 3.9145, 1.0352], [-1.4326, 0.9937, 0.8015], [-3.7034, 0.1203, 0.3275], [-4.1914, 1.5223, 0.6872], [-4.6879, 2.2542, -0.5548], [-3.5744, 2.3281, -1.5937], [-3.1050, 0.9278, -1.9751], [-2.2956, 0.9900, -2.7023], [-3.9314, 0.3767, -2.4275], [-3.9274, 2.8473, -2.4865], [-2.7337, 2.8937, -1.1870], [-5.0176, 3.2596, -0.2872], [-5.5436, 1.7215, -0.9762], [-4.9938, 1.4451, 1.4235], [-3.3797, 2.0953, 1.1396], [-4.5434, -0.4634, -0.0548], [-3.3202, -0.3811, 1.2176], [-2.9431, -5.1908, 1.0641], [-1.6287, -5.5101, 2.2069], [-2.3813, -3.9112, 2.1516]], "forces_ev_per_angstrom": [[0.146, 0.231, -0.316], [0.186, -0.184, 0.461], [-0.006, 0.128, 0.058], [-0.084, -0.125, -0.132], [-0.126, -0.164, -0.278], [-0.145, 0.161, -0.172], [0.058, -0.117, 0.181], [0.084, 0.247, 0.172], [-0.026, 0.021, -0.012], [-0.086, -0.093, -0.006], [-0.131, -0.533, -0.409], [-0.079, 0.206, 0.124], [-0.471, 0.123, 0.315], [0.245, -0.008, -0.131], [0.887, 0.411, 0.507], [-1.035, -0.405, -0.384], [0.754, 0.198, 0.139], [-0.303, -0.402, -0.973], [0.140, 0.313, 0.596], [0.159, -0.053, -0.197], [-0.162, 0.266, 0.391], [-0.018, -0.048, -0.198], [0.290, -0.529, -0.086], [-0.131, 0.563, 0.053], [-0.079, -0.319, 0.186], [0.243, -0.069, -0.242], [-0.300, 0.278, 0.236], [-0.208, 0.000, 0.194], [0.076, 0.051, -0.091], [0.119, -0.096, -0.098], [0.126, -0.092, -0.108], [-0.077, 0.183, 0.022], [0.000, 0.031, -0.123], [-0.011, -0.203, 0.105], [0.078, -0.036, -0.020], [0.197, 0.244, 0.145], [-0.266, -0.138, -0.151], [0.260, 0.204, 0.124], [-0.255, -0.163, -0.123], [0.164, 0.208, 0.111], [-0.046, -0.106, -0.044], [-0.052, -0.087, -0.033], [0.072, 0.055, -0.008], [0.028, 0.083, -0.031], [-0.091, 0.000, -0.015], [-0.097, -0.008, -0.018], [0.070, 0.027, 0.081], [0.001, 0.065, 0.104], [0.004, -0.070, -0.051], [-0.028, -0.097, -0.013], [-0.075, -0.076, -0.008], [0.023, -0.099, 0.093], [-0.023, 0.024, 0.075]], "homo_energy_ev": -9.24, "smiles": "CCOC(=O)CC1(NC(=O)c2cc(COc3cncc(Cl)c3)on2)CCCCC1", "homo_lumo_gap_ev": 9.8635, "lumo_energy_ev": 0.6, "total_charge": 0, "e_above_lowest_kj_mol": 173.3, "e_tot_ha": -1777.1816}